P | This record from OMol25 describes a cluster of 26 separate species, C26H104O26 in total. The level of theory is ωB97M-V/def2-TZVPD.

For the frontier orbital gap, the calculation gives 9.074 eV. As for the HOMO energy: -9.2 eV. For the lowest unoccupied orbital energy, the calculation gives -0.003 Ha.

Geometry as ORCA input:
```
! wB97M-V def2-TZVPD RIJCOSX def2/J DEFGRID3
* xyz 0 1
C -10.415 2.135 29.509
O -9.324 2.998 29.445
H -11.304 2.679 29.190
H -10.375 1.346 28.759
H -10.507 1.797 30.541
H -9.103 3.105 28.518
C -5.200 -1.010 19.564
O -5.422 -0.279 20.750
H -4.291 -0.619 19.107
H -5.017 -2.076 19.695
H -6.026 -0.796 18.885
H -5.401 0.653 20.520
C -8.416 7.149 22.715
O -9.417 6.597 21.960
H -7.528 7.352 22.116
H -8.784 8.108 23.080
H -8.020 6.551 23.536
H -9.068 5.807 21.540
C -9.669 -3.502 30.132
O -9.288 -3.086 28.799
H -9.842 -2.646 30.784
H -10.576 -4.103 30.068
H -9.025 -4.274 30.556
H -8.520 -2.528 28.943
C -3.343 -3.468 25.545
O -4.210 -4.430 26.112
H -2.621 -3.173 26.306
H -2.700 -3.913 24.785
H -3.833 -2.613 25.080
H -5.111 -4.136 25.958
C -4.930 4.596 22.873
O -5.057 5.052 24.237
H -5.887 4.801 22.393
H -4.095 5.037 22.328
H -4.703 3.532 22.805
H -5.202 6.001 24.235
C -2.099 -0.505 21.754
O -3.192 -0.367 22.664
H -2.150 -1.490 21.292
H -2.207 0.182 20.915
H -1.091 -0.432 22.164
H -4.035 -0.330 22.206
C -5.653 6.389 27.815
O -5.973 7.106 28.991
H -4.746 6.812 27.383
H -5.380 5.350 27.999
H -6.430 6.375 27.050
H -5.362 7.843 29.067
C -4.841 -4.240 21.778
O -4.206 -4.850 20.648
H -4.341 -3.335 22.124
H -5.883 -3.976 21.595
H -4.793 -4.961 22.593
H -4.709 -5.618 20.365
C -5.906 2.173 28.064
O -6.162 0.899 27.561
H -6.157 2.317 29.115
H -4.865 2.440 27.885
H -6.598 2.857 27.572
H -5.332 0.419 27.520
C -5.401 3.497 19.315
O -5.116 2.323 20.023
H -5.242 4.331 19.999
H -4.717 3.559 18.468
H -6.412 3.488 18.908
H -4.257 2.445 20.435
C -3.854 -1.141 28.246
O -3.213 0.038 27.864
H -4.295 -0.981 29.230
H -4.633 -1.459 27.553
H -3.094 -1.921 28.275
H -2.755 -0.090 27.030
C -7.437 -2.413 25.613
O -6.751 -3.658 25.396
H -6.755 -1.733 26.124
H -7.876 -1.977 24.715
H -8.305 -2.672 26.220
H -7.129 -4.119 24.643
C -0.862 -0.511 25.479
O -2.227 -0.219 25.292
H -0.566 -0.925 24.515
H -0.308 0.415 25.629
H -0.685 -1.259 26.252
H -2.507 -0.357 24.384
C -7.174 -0.901 30.814
O -7.447 -1.136 29.432
H -7.282 -1.851 31.337
H -6.121 -0.631 30.894
H -7.685 -0.036 31.235
H -7.356 -0.300 28.970
C -8.615 4.104 25.772
O -9.065 3.108 26.624
H -9.154 3.997 24.831
H -8.843 5.121 26.091
H -7.564 4.066 25.485
H -9.984 3.003 26.368
C -1.630 3.596 21.775
O -2.527 3.024 20.875
H -2.236 3.845 22.646
H -0.854 2.894 22.079
H -1.126 4.462 21.344
H -2.139 2.859 20.012
C -2.775 2.893 25.534
O -3.047 4.196 26.017
H -2.571 2.850 24.464
H -1.890 2.474 26.012
H -3.593 2.201 25.736
H -3.755 4.519 25.454
C -12.034 -2.229 26.792
O -11.275 -1.372 27.623
H -11.865 -1.924 25.759
H -11.767 -3.265 27.002
H -13.093 -2.188 27.046
H -10.489 -1.855 27.888
C -8.396 3.362 21.838
O -8.920 4.233 20.869
H -7.453 2.900 21.545
H -8.202 3.959 22.730
H -9.156 2.634 22.122
H -8.974 3.713 20.064
C -6.435 1.075 24.392
O -7.661 0.653 24.919
H -6.250 0.790 23.356
H -6.539 2.157 24.472
H -5.601 0.779 25.030
H -7.547 0.917 25.835
C -8.406 -0.596 21.732
O -9.329 -0.619 22.803
H -7.517 -1.187 21.953
H -8.969 -0.924 20.858
H -8.150 0.453 21.578
H -8.877 -0.467 23.636
C -8.864 1.478 18.636
O -9.565 2.719 18.714
H -7.810 1.555 18.905
H -9.377 0.753 19.268
H -8.815 1.100 17.615
H -10.460 2.390 18.826
C -9.152 -4.846 23.470
O -7.766 -5.144 23.390
H -9.261 -3.781 23.267
H -9.707 -5.393 22.708
H -9.528 -5.085 24.465
H -7.565 -5.972 23.832
C -11.289 1.328 25.132
O -11.601 2.644 25.560
H -10.308 0.998 25.475
H -11.874 0.498 25.530
H -11.238 1.337 24.043
H -12.518 2.650 25.845
C -11.805 -2.865 22.061
O -11.877 -1.849 22.998
H -11.442 -2.514 21.095
H -11.133 -3.663 22.377
H -12.797 -3.249 21.825
H -11.017 -1.423 22.974
*
```

---

Q | This record from OMol25 describes a cluster of 26 separate species, C26H104O26 in total. The level of theory is ωB97M-V/def2-TZVPD.

For the frontier orbital gap, the calculation gives 9.118 eV. As for the HOMO energy: -9.2 eV. For the lowest unoccupied orbital energy, the calculation gives -0.003 Ha.

Geometry as ORCA input:
```
! wB97M-V def2-TZVPD RIJCOSX def2/J DEFGRID3
* xyz 0 1
C 4.462 -4.018 -2.716
O 5.049 -5.308 -2.944
H 4.837 -3.295 -3.440
H 3.380 -4.028 -2.845
H 4.681 -3.612 -1.728
H 4.546 -6.040 -2.580
C -4.433 -3.220 4.235
O -4.329 -4.586 4.546
H -5.380 -2.886 4.659
H -3.647 -2.603 4.668
H -4.506 -3.117 3.152
H -4.543 -5.010 3.712
C -4.618 1.807 2.909
O -3.191 2.132 3.046
H -4.780 1.297 1.959
H -4.938 1.167 3.732
H -5.197 2.729 2.956
H -2.686 1.337 2.861
C -0.508 4.823 -1.866
O 0.003 4.338 -0.629
H -0.094 5.758 -2.244
H -0.139 4.112 -2.605
H -1.597 4.856 -1.916
H -0.583 3.661 -0.283
C -1.172 1.080 -3.779
O -0.125 1.095 -4.733
H -0.929 0.281 -3.078
H -1.268 2.011 -3.221
H -2.077 0.703 -4.255
H -0.202 1.844 -5.328
C -1.353 -3.897 2.092
O -0.705 -2.722 1.575
H -0.814 -4.793 1.785
H -1.440 -3.797 3.174
H -2.336 -4.019 1.636
H -0.078 -3.038 0.919
C -1.562 -0.455 4.442
O -1.302 0.157 3.178
H -2.542 -0.205 4.849
H -1.476 -1.527 4.263
H -0.823 -0.151 5.183
H -0.477 -0.207 2.850
C -4.732 -5.308 0.849
O -4.352 -5.765 2.128
H -4.531 -4.262 0.617
H -4.343 -5.811 -0.037
H -5.801 -5.499 0.753
H -4.862 -6.556 2.314
C 5.180 -2.266 1.067
O 5.648 -2.753 2.276
H 5.231 -1.178 1.012
H 5.747 -2.655 0.222
H 4.106 -2.384 0.920
H 5.381 -3.660 2.444
C 1.570 7.455 -0.345
O 1.081 6.581 0.593
H 1.829 8.407 0.118
H 2.485 7.021 -0.750
H 0.884 7.724 -1.148
H 0.869 5.794 0.084
C -4.803 -0.153 -4.586
O -4.465 -1.404 -3.971
H -4.286 -0.065 -5.541
H -5.872 -0.056 -4.773
H -4.427 0.659 -3.964
H -3.803 -1.242 -3.295
C -1.767 -2.473 -2.232
O -2.647 -1.365 -1.922
H -2.227 -3.459 -2.164
H -1.460 -2.354 -3.271
H -0.810 -2.468 -1.711
H -2.172 -0.863 -1.255
C 4.440 4.435 -1.262
O 5.388 5.087 -0.408
H 3.418 4.698 -0.991
H 4.646 4.694 -2.301
H 4.494 3.349 -1.185
H 5.086 5.076 0.503
C 2.160 -1.306 -5.110
O 1.522 -0.918 -3.915
H 1.744 -2.271 -5.400
H 1.929 -0.612 -5.919
H 3.222 -1.381 -4.876
H 0.867 -0.251 -4.135
C 2.673 2.871 -4.901
O 3.533 3.777 -5.587
H 2.220 2.193 -5.623
H 3.226 2.301 -4.154
H 1.928 3.501 -4.413
H 4.203 3.216 -5.986
C -0.260 3.198 5.124
O -0.082 3.555 6.481
H -0.316 4.111 4.530
H 0.502 2.470 4.846
H -1.214 2.712 4.918
H -0.215 2.775 7.025
C 5.953 1.494 2.935
O 5.202 1.943 1.823
H 7.013 1.514 2.684
H 5.765 2.101 3.821
H 5.712 0.460 3.182
H 5.710 1.855 1.013
C -6.398 -1.831 -0.145
O -7.662 -1.775 0.499
H -6.356 -2.574 -0.942
H -6.303 -0.831 -0.568
H -5.571 -2.051 0.530
H -7.823 -2.590 0.980
C -3.630 2.701 -0.309
O -2.194 2.483 -0.329
H -3.887 3.500 -1.004
H -4.269 1.835 -0.481
H -3.866 2.977 0.719
H -2.046 1.602 0.022
C 1.893 -4.511 0.280
O 0.816 -3.897 -0.355
H 1.804 -4.582 1.364
H 2.062 -5.495 -0.157
H 2.774 -3.898 0.089
H 0.751 -4.264 -1.240
C -1.929 5.239 2.165
O -2.690 4.854 3.310
H -2.544 5.054 1.284
H -1.690 6.293 2.308
H -0.926 4.815 2.120
H -2.771 3.897 3.292
C 2.112 3.190 2.253
O 2.427 1.878 1.830
H 1.055 3.438 2.158
H 2.544 3.515 3.199
H 2.512 3.844 1.478
H 3.386 1.836 1.863
C 2.066 -1.912 3.032
O 1.613 -0.574 2.964
H 2.142 -2.379 2.050
H 3.062 -1.913 3.475
H 1.435 -2.604 3.588
H 2.206 0.030 2.511
C 3.505 0.214 -1.587
O 3.392 -1.137 -1.907
H 4.362 0.312 -0.921
H 3.791 0.836 -2.435
H 2.641 0.676 -1.109
H 2.713 -1.173 -2.584
C 0.154 0.178 -0.201
O -1.119 -0.200 0.243
H 0.559 -0.479 -0.970
H 0.191 1.226 -0.498
H 0.827 0.159 0.656
H -0.981 -1.012 0.736
C -0.010 -5.865 -2.946
O 0.820 -4.716 -3.088
H 0.596 -6.741 -2.715
H -0.747 -5.628 -2.180
H -0.506 -6.057 -3.897
H 1.480 -4.845 -3.773
*
```

---

Least stable structure: Q

---

P | This record from OMol25 describes a structure of composition C2H3N5O. The level of theory is ωB97M-V/def2-TZVPD.

For the frontier orbital gap, the calculation gives 9.990 eV. As for the HOMO energy: -10.3 eV. For the lowest unoccupied orbital energy, the calculation gives -0.011 Ha.

Geometry as ORCA input:
```
! wB97M-V def2-TZVPD RIJCOSX def2/J DEFGRID3
* xyz 0 1
C 1.348 -0.967 -0.738
C -0.265 0.465 0.524
H 0.015 -0.234 -1.994
H 2.207 -1.738 -0.548
H 1.081 -0.743 1.539
N 0.755 -0.913 -1.860
N 1.136 0.004 0.388
N -1.107 0.727 1.771
N -2.218 1.187 1.476
N -0.933 0.799 -0.531
O -2.020 1.412 -0.027
*
```

---

Q | This record from OMol25 describes the molecule C2H3N5O. The level of theory is ωB97M-V/def2-TZVPD.

For the frontier orbital gap, the calculation gives 9.527 eV. As for the HOMO energy: -9.5 eV. As for the SMILES: O/N=C\c1nn[nH]n1. For the lowest unoccupied orbital energy, the calculation gives 0.001 Ha.

Geometry as ORCA input:
```
! wB97M-V def2-TZVPD RIJCOSX def2/J DEFGRID3
* xyz 0 1
C 0.221 -1.407 -0.264
C 0.483 -0.059 -0.120
H -2.764 -2.048 -0.874
H 1.190 -2.068 -0.423
H 1.910 2.372 1.500
N -0.885 -2.133 -0.398
N -0.433 1.089 -0.220
N 0.131 2.115 0.226
N 1.360 1.769 0.674
N 1.584 0.436 0.478
O -2.107 -1.548 -0.403
*
```

---

Least stable structure: P